Record 1
C37H33Co2N2O6 as an isolated structure in a non-equilibrium geometry, computed with the ωB97M-V functional and the def2-TZVPD basis.

Structure (XYZ):
```
80
Properties=species:S:1:pos:R:3
C 5.80627 -1.59119 1.55623
C 4.52381 -0.89332 1.90606
C 4.44092 0.50353 1.94987
C 3.22286 1.14618 2.20841
C 3.13599 2.63476 2.28263
C 2.08511 0.35386 2.38819
N 0.82803 0.98650 2.57703
C -0.24728 0.70746 1.77745
C -0.14403 0.19279 0.48609
N -1.36054 1.07242 2.49166
C -2.68187 0.60965 2.22867
C -3.26739 -0.34455 3.07080
C -2.56557 -0.85770 4.29037
C -4.53358 -0.84559 2.73623
C -5.21535 -0.40932 1.59923
C -6.54780 -1.01903 1.27686
C -4.63428 0.59783 0.81511
C -3.38523 1.13600 1.14014
C -2.85392 2.32000 0.41173
C -0.95588 1.62432 3.69262
C 0.38242 1.58033 3.74098
C 2.13735 -1.04729 2.41701
C 0.93984 -1.89130 2.72896
C 3.36881 -1.65017 2.14254
H 5.90700 -2.51133 2.14044
H 5.81772 -1.87009 0.49398
H 6.65738 -0.93354 1.75394
H 5.34114 1.10328 1.78368
H 2.11440 2.98084 2.12145
H 3.47499 3.00421 3.25777
H 3.78625 3.07700 1.52348
H -1.08136 -0.20709 0.09036
H 0.85215 0.11391 0.03448
H -3.23242 -1.57372 4.78203
H -1.62706 -1.39665 4.07903
H -2.35959 -0.07086 5.03005
H -4.97193 -1.59552 3.40164
H -6.92986 -0.60132 0.34433
H -6.45108 -2.10690 1.16764
H -7.27721 -0.82882 2.07570
H -5.17379 0.97626 -0.05730
H -3.47820 2.52338 -0.45824
H -2.86390 3.21168 1.04868
H -1.83000 2.16994 0.07173
H -1.65344 1.95932 4.42615
H 1.05824 1.86070 4.51821
H 1.24215 -2.93711 2.77428
H 0.47534 -1.63955 3.68595
H 0.18538 -1.82602 1.94226
H 3.42996 -2.73928 2.13901
O -1.51352 1.19363 -2.35156
C -1.00606 0.15305 -2.22417
Co 0.10197 -1.17591 -1.92864
C 1.42922 -2.12146 -1.27698
O 2.35255 -2.61891 -0.77127
C -0.96531 -2.42910 -1.29894
O -1.66393 -3.18223 -0.75853
C 0.19370 -0.90640 -4.73955
C -0.90941 -0.20768 -5.34757
C -2.24342 -0.28290 -4.84447
C -3.24014 0.56543 -5.33643
C -2.94961 1.45705 -6.38138
C -1.68880 1.42325 -6.99995
C -0.67940 0.60637 -6.48269
C 0.93176 -0.83996 -3.56172
C 1.43757 -0.01627 -2.48149
Co 1.07067 -2.43177 -4.45214
C -0.28522 -3.42963 -4.01244
O -1.18074 -4.10919 -3.77369
C 2.30038 -3.38009 -3.58166
O 3.04782 -4.16500 -3.19330
C 1.29486 -2.90809 -6.12384
O 1.43701 -3.35287 -7.17917
H -2.46653 -1.00137 -4.04646
H -4.23006 0.55167 -4.86528
H -3.74465 2.12150 -6.74064
H -1.48156 2.07407 -7.85639
H 0.32936 0.63921 -6.89910
H 2.48102 -0.21436 -2.15941
H 1.22119 1.05944 -2.57636
```

As for the maximum force: 5.695 eV Å⁻¹. Its net charge is -1. The calculation puts the molar mass at 719.545 g mol⁻¹. As for the energy relative to the best compared isomer or geometry (same formula, charge and spin): 69.3 kJ/mol. The orbital gap comes out at 0.18133 hartree. The energy comes out at -4756.08975 a.u. Its LUMO energy is 2.399 eV.

Record 2
One molecule with the formula C4H7N in a non-equilibrium geometry, computed with the ωB97M-V functional and the def2-TZVPD basis.

Structure (XYZ):
```
12
Properties=species:S:1:pos:R:3
C -0.55979 -0.83237 -2.37672
C -0.52853 -0.92194 -1.20990
C -0.43430 -0.81430 0.26814
C -0.13996 0.56134 0.77895
N 1.24306 0.96389 0.56845
H -0.44163 -0.46995 -3.46613
H 0.29794 -1.59863 0.63278
H -1.40218 -1.05645 0.61782
H -0.88147 1.26223 0.36403
H -0.37451 0.48961 1.87322
H 1.34492 1.99569 0.74721
H 1.87645 0.42089 1.20216
```

As for the maximum force: 6.169 eV Å⁻¹. The SMILES is C#CCCN. The calculation puts the molar mass at 69.107 g mol⁻¹. As for the energy relative to the best compared isomer or geometry (same formula, charge and spin): 227.5 kJ/mol. The orbital gap comes out at 0.38102 hartree. The energy comes out at -211.27401 a.u. Its LUMO energy is 1.045 eV.

Record 3
One molecule with the formula C18H21NO5 in a non-equilibrium geometry, computed with the ωB97M-V functional and the def2-TZVPD basis.

Structure (XYZ):
```
45
Properties=species:S:1:pos:R:3
C -4.58900 2.46714 -2.37738
C -4.11490 1.69326 -3.59296
O -2.75136 1.31469 -3.38431
C -2.12431 0.75347 -4.41962
O -2.65917 0.55602 -5.48044
C -0.67287 0.39973 -4.14191
C -0.49582 -0.53986 -2.94151
C -0.65061 0.17708 -1.59614
N 0.23069 1.31735 -1.53053
C 1.35947 1.41062 -0.78661
O 2.18324 2.29316 -0.96266
C 1.54779 0.42988 0.31497
C 0.67907 0.27841 1.31721
C 0.84402 -0.55279 2.49904
C -0.23367 -0.68084 3.37572
C -0.17361 -1.45763 4.52669
C 1.01104 -2.10563 4.78015
C 2.10160 -1.98510 3.91408
C 2.04726 -1.22441 2.77722
O 3.14739 -2.72404 4.40130
C 2.68738 -3.30427 5.60184
O 1.34745 -2.91926 5.82580
C -0.00984 2.28683 -2.57899
C 0.19073 1.65730 -3.95531
H -3.98091 3.35698 -2.23578
H -4.51765 1.85022 -1.48526
H -5.62354 2.76565 -2.51843
H -4.71107 0.78710 -3.74759
H -4.17641 2.29847 -4.50382
H -0.33862 -0.12110 -5.04601
H 0.50968 -0.96375 -2.99418
H -1.21235 -1.36079 -2.99913
H -0.41681 -0.51860 -0.79015
H -1.68090 0.52677 -1.47994
H 2.52217 -0.03545 0.32863
H -0.25986 0.81780 1.27280
H -1.15217 -0.15866 3.15313
H -1.01362 -1.54864 5.19445
H 2.90629 -1.14163 2.13489
H 3.31367 -2.96234 6.44165
H 2.74754 -4.40189 5.52886
H -1.03304 2.65872 -2.47547
H 0.69446 3.10845 -2.43546
H 1.23908 1.36957 -4.05697
H -0.03741 2.38739 -4.73314
```

As for the maximum force: 1.300 eV Å⁻¹. The SMILES is CCOC(=O)C1CCN(C(=O)/C=C/c2ccc3c(c2)OCO3)CC1. The calculation puts the molar mass at 331.368 g mol⁻¹. As for the energy relative to the best compared isomer or geometry (same formula, charge and spin): 151.3 kJ/mol. The orbital gap comes out at 0.31306 hartree. The energy comes out at -1129.46050 a.u. Its LUMO energy is 0.477 eV.

Record 4
A 2-piece molecular cluster, C4H13N2P overall in a non-equilibrium geometry, computed with the ωB97M-V functional and the def2-TZVPD basis.

Structure (XYZ):
```
20
Properties=species:S:1:pos:R:3
C -1.05923 -1.38240 0.22149
C -1.70034 1.07499 -0.74113
C -0.37130 -0.64669 -1.95474
C -0.75125 -0.10884 -0.61889
N 1.28476 1.82007 2.04215
N 2.38588 -0.42014 1.80441
P 1.63405 0.78038 0.89710
H -0.39384 -1.45546 1.19948
H -2.14473 -1.26977 0.39129
H -0.89004 -2.36006 -0.32922
H -1.27347 1.77202 -1.33284
H -1.81151 1.52037 0.34457
H -2.72355 0.83591 -0.95168
H -1.23101 -1.19002 -2.50342
H 0.11101 0.18162 -2.62893
H 0.36789 -1.34835 -1.68429
H 1.43797 2.77039 1.81985
H 2.05469 -0.30397 2.78097
H 2.42048 -1.34682 1.39999
H 2.65354 1.07677 -0.15614
```

As for the maximum force: 6.354 eV Å⁻¹. The calculation puts the molar mass at 120.136 g mol⁻¹. As for the energy relative to the best compared isomer or geometry (same formula, charge and spin): 327.3 kJ/mol. The orbital gap (spin up / spin down) comes out at 0.28900 / 0.26999 hartree. The energy comes out at -610.91628 a.u. Its LUMO energy (spin up / spin down) is 0.388 / -0.214 eV.

Which of these has the lowest maximum force?
C18H21NO5

molar mass of number 4 (C4H13N2P)?
120.136 g mol⁻¹

Which value of molar mass does entry 3 give?
331.368 g mol⁻¹